1.
Entry from the OMol25 dataset: a 2-piece molecular cluster, C4H11NS overall (the ωB97M-V functional and the def2-TZVPD basis).

Last column: natural (NBO) charge in e.
Positions of all 17 atoms, in Å:
C -1.183 0.970 -0.837  -0.6450
C -2.647 -1.280 -0.953  -0.6309
C 3.260 -1.588 -1.966  -0.8685
C -1.277 -0.601 -0.835  -0.3839
N -0.413 -0.139 1.836  -0.7203
S -0.893 -1.235 1.004  0.8609
H -1.690 1.510 0.074  0.2287
H -0.117 1.193 -0.821  0.2276
H -1.759 1.443 -1.675  0.2207
H -3.329 -0.953 -0.305  0.2060
H -2.397 -2.395 -0.842  0.2074
H -3.155 -1.108 -1.897  0.2207
H 3.807 -0.925 -1.277  0.2220
H 2.825 -1.055 -2.791  0.2167
H 4.025 -2.429 -2.128  0.2189
H -0.534 -1.052 -1.454  0.2081
H 2.452 -2.204 -1.589  0.2111

## Properties
Net charge ... 0
Relative energy (zero: lowest compared OMol25 entry of this formula, charge and spin) ... 78.4 kcal per mole
Gap between HOMO and LUMO ... 8.1 eV
E_LUMO ... -0.3 eV

=====

2.
Entry from the OMol25 dataset: an isolated molecule of C4H8O2 (the ωB97M-V functional and the def2-TZVPD basis).

Last column: natural (NBO) charge in e.
Positions of all 14 atoms, in Å:
C -1.248 -1.013 -0.062  -0.6083
C -0.206 -0.097 0.552  -0.2906
C 1.277 -0.416 0.318  -0.0625
O 1.503 0.877 -0.277  -0.5346
C 0.123 1.225 -0.186  0.3836
O -0.444 1.444 -1.435  -0.7065
H -2.253 -0.599 0.063  0.2208
H -1.226 -2.001 0.412  0.2137
H -1.079 -1.151 -1.135  0.2036
H -0.426 0.086 1.609  0.2092
H 1.893 -0.563 1.212  0.1795
H 1.474 -1.228 -0.396  0.1670
H -0.044 2.146 0.384  0.1524
H -0.002 0.839 -2.048  0.4728

## Properties
Net charge ... 0
Relative energy (zero: lowest compared OMol25 entry of this formula, charge and spin) ... 36.3 kcal per mole
Gap between HOMO and LUMO ... 11.0 eV
E_LUMO ... 0.9 eV
SMILES string ... C[C@H]1CO[C@H]1O

=====

3.
Entry from the OMol25 dataset: C19H14BeO4PS3 as an isolated structure (the ωB97M-V functional and the def2-TZVPD basis).

Last column: natural (NBO) charge in e.
Positions of all 42 atoms, in Å:
Be 1.864 2.383 -0.509  1.5900
O -0.378 1.753 -3.312  -0.6459
C -0.102 2.085 -2.173  0.7947
O 1.032 1.758 -1.610  -0.9928
C -1.096 2.834 -1.337  -0.2299
C -2.396 2.866 -1.853  -0.1474
C -3.439 3.458 -1.176  -0.2726
C -3.180 4.073 0.046  -0.2200
C -1.902 4.082 0.557  -0.1965
C -0.834 3.448 -0.104  -0.1215
S 0.710 3.550 0.712  -0.5027
H -2.545 2.388 -2.811  0.2334
H -4.445 3.426 -1.576  0.1984
H -3.983 4.560 0.586  0.1962
H -1.684 4.572 1.497  0.2017
S 1.829 -2.453 -2.654  -0.5562
P 1.663 -1.449 -1.001  1.1297
S 3.304 -0.093 -1.018  0.3226
C 2.077 -2.485 0.466  -0.3868
C 1.571 -3.780 0.489  -0.1979
C 1.843 -4.612 1.561  -0.2050
C 2.627 -4.153 2.610  -0.2146
C 3.115 -2.856 2.600  -0.2342
C 2.838 -2.018 1.530  -0.1467
C -0.044 -1.030 -0.510  -0.4082
C -0.328 -0.624 0.791  -0.1215
C -1.645 -0.428 1.169  -0.2273
C -2.668 -0.649 0.259  -0.1890
C -2.380 -1.076 -1.028  -0.2126
C -1.065 -1.269 -1.419  -0.1680
H 0.977 -4.129 -0.347  0.2314
H 1.444 -5.618 1.585  0.2061
H 2.846 -4.805 3.445  0.2048
H 3.710 -2.498 3.429  0.2095
H 3.213 -1.003 1.520  0.2220
H 0.474 -0.454 1.499  0.2165
H -1.879 -0.103 2.174  0.2141
H -3.695 -0.474 0.551  0.2090
H -3.185 -1.248 -1.730  0.2115
H -0.815 -1.586 -2.422  0.2465
O 3.407 2.473 -0.550  -0.6887
O 3.145 1.184 0.062  -0.5521

## Properties
Net charge ... -1
Relative energy (zero: lowest compared OMol25 entry of this formula, charge and spin) ... 21.1 kcal per mole
Gap between HOMO and LUMO ... 7.3 eV
E_LUMO ... 2.6 eV

=====

4.
Entry from the OMol25 dataset: C13H10N2O11PdS3 as an isolated structure (the ωB97M-V functional and the def2-TZVPD basis).

Last column: natural (NBO) charge in e.
Positions of all 40 atoms, in Å:
Pd 0.489 0.133 -0.133  1.2459
O 4.363 -0.563 -1.879  -0.9730
S 3.143 0.166 -1.641  2.4098
O 3.080 1.478 -2.248  -0.9964
O 2.718 0.168 -0.222  -1.0119
C 1.787 -0.749 -2.448  -0.2561
C 1.337 -0.174 -3.639  -0.2243
C 0.284 -0.716 -4.350  -0.2119
C -0.359 -1.849 -3.872  -0.2197
C 0.071 -2.434 -2.696  -0.1901
C 1.142 -1.908 -1.973  -0.3856
S 1.563 -2.834 -0.470  2.4314
O 0.827 -4.079 -0.573  -1.0085
O 2.992 -2.959 -0.421  -0.9547
O 0.998 -1.970 0.605  -1.0593
H 1.822 0.734 -3.967  0.2520
H -0.049 -0.240 -5.265  0.2004
H -1.202 -2.270 -4.407  0.1993
H -0.413 -3.316 -2.302  0.2481
O -1.929 5.265 2.305  -0.5704
C -1.381 4.296 1.821  0.3674
C -1.036 4.109 0.355  0.3640
O -1.267 4.904 -0.534  -0.5716
C -0.426 2.767 0.255  0.2896
C -0.302 2.219 1.562  0.2208
O 0.230 1.072 1.782  -0.7309
C -0.980 3.039 2.539  0.3250
O -1.243 2.741 3.710  -0.6614
O -0.088 2.143 -0.788  -0.6717
C -0.762 -1.499 3.648  -0.4355
N -1.143 -1.571 2.251  -0.5898
C -1.912 -0.658 1.678  0.3817
N -2.616 0.187 2.464  -0.8166
S -2.045 -0.568 -0.028  -0.3259
H -0.139 -2.361 3.874  0.2139
H -1.647 -1.531 4.286  0.1871
H -0.199 -0.582 3.844  0.2307
H -0.497 -2.038 1.613  0.4675
H -2.173 0.505 3.324  0.4200
H -3.035 0.940 1.940  0.4110

## Properties
2S+1 ... 3
Net charge ... -2
Relative energy (zero: lowest compared OMol25 entry of this formula, charge and spin) ... 0.0 kcal per mole
Gap between HOMO and LUMO (alpha / beta) ... 6.8 / 6.4 eV
E_LUMO (alpha / beta) ... 4.6 / 4.3 eV

=====

5.
Entry from the OMol25 dataset: a 9-piece molecular cluster, C29H58O11 overall (the ωB97M-V functional and the def2-TZVPD basis).

Last column: Löwdin charge in e.
Positions of all 98 atoms, in Å:
C 0.651 0.518 1.871  -0.0362
C -0.010 0.718 0.423  -0.2055
O -0.344 -0.537 -0.172  -0.0734
C -0.734 -0.634 -1.450  -0.6502
C -1.216 -2.120 -1.678  0.0560
O -0.854 0.159 -2.221  0.2039
H 0.775 1.515 2.368  0.0710
H 1.533 -0.105 1.848  0.0515
H -0.307 0.113 2.515  0.0955
H -1.071 1.373 0.329  0.1558
H 0.564 1.158 -0.394  0.0792
H -0.778 -2.149 -2.606  0.0214
H -2.293 -1.972 -1.333  0.1166
H -0.746 -2.753 -1.030  0.0226
C -1.533 -7.991 -5.961  -0.0558
C -1.476 -6.725 -6.795  -0.2279
O -1.234 -5.531 -6.036  -0.0611
C -1.343 -4.217 -6.528  -0.4193
C -1.447 -3.090 -5.497  -0.0020
O -1.601 -4.078 -7.757  0.0316
H -0.767 -7.941 -5.258  0.0703
H -1.376 -8.801 -6.601  0.0677
H -2.379 -8.094 -5.515  0.0111
H -0.585 -6.980 -7.603  0.1646
H -2.356 -6.523 -7.452  0.1227
H -0.468 -2.971 -5.145  0.0257
H -2.248 -3.223 -4.528  0.1577
H -1.737 -2.091 -5.986  0.1082
C -0.954 -3.699 1.932  -0.0061
C -2.092 -4.728 2.263  -0.3492
C -3.518 -4.310 2.477  -0.0347
O -1.813 -6.041 2.195  -0.0641
H -0.199 -3.525 2.678  0.0737
H -1.479 -2.840 1.746  0.0141
H -0.374 -4.192 1.057  0.1190
H -3.604 -4.101 3.551  0.0926
H -4.183 -5.335 2.638  0.1495
H -3.874 -3.817 1.699  0.0115
C -0.631 2.272 5.857  -0.0081
C 0.060 0.943 5.459  -0.2852
C 1.537 0.713 5.540  -0.0111
O -0.709 -0.135 5.086  -0.0738
H -0.129 2.845 5.153  0.0423
H -0.519 2.458 6.972  0.1157
H -1.678 2.479 5.584  0.0761
H 2.104 0.241 4.806  0.0771
H 1.821 0.222 6.441  0.1006
H 2.023 1.498 5.677  -0.0077
C -3.983 -0.271 0.919  -0.0119
C -4.227 0.638 2.092  -0.4487
C -3.095 0.659 3.111  -0.0096
O -5.154 1.406 2.285  0.0639
H -4.904 -0.541 0.411  0.0749
H -3.640 -1.192 1.253  0.0272
H -3.313 0.099 -0.041  0.1513
H -3.361 1.498 3.802  0.1006
H -2.188 0.917 2.635  0.0473
H -2.693 -0.088 3.548  -0.0108
C -1.952 6.149 0.792  0.0134
C -1.815 4.751 1.513  -0.2657
C -2.247 4.646 3.034  0.0332
O -1.180 3.728 0.935  -0.0540
H -1.058 6.561 0.798  0.0242
H -2.796 6.500 1.331  0.0583
H -2.253 5.872 -0.256  0.1101
H -1.360 4.867 3.527  0.0711
H -2.610 3.792 3.210  -0.0151
H -2.827 5.508 3.155  0.0593
C 5.104 3.229 2.258  -0.0412
C 4.288 2.707 1.207  -0.4795
C 4.778 1.622 0.340  -0.0119
O 3.180 3.336 0.924  -0.0143
H 5.746 4.030 2.031  0.0685
H 5.917 2.305 2.626  0.1725
H 4.477 3.672 3.024  0.0835
H 4.591 1.858 -0.746  0.1031
H 4.157 0.657 0.745  0.1594
H 5.717 1.522 0.504  -0.0089
C 3.133 5.634 -1.836  -0.0163
C 2.709 4.254 -2.224  -0.2476
C 1.235 3.723 -1.956  0.0022
O 3.531 3.377 -2.963  -0.1020
H 4.095 5.645 -1.905  0.0194
H 2.894 5.964 -0.979  0.0078
H 2.906 6.567 -2.424  0.1311
H 0.957 3.726 -0.990  -0.0002
H 1.263 2.728 -2.113  0.0051
H 0.514 4.530 -2.593  0.1717
C 2.836 -0.176 -2.403  -0.0080
C 2.493 -1.682 -2.588  -0.3139
C 3.184 -2.718 -1.728  0.0278
O 1.553 -1.964 -3.490  -0.0366
H 2.519 0.548 -3.122  0.0750
H 3.973 -0.232 -2.296  0.1074
H 2.536 0.190 -1.479  0.0271
H 4.059 -2.518 -1.663  -0.0329
H 3.119 -3.611 -2.139  0.0499
H 2.783 -2.397 -0.697  0.1490

## Properties
Net charge ... 0
Relative energy (zero: lowest compared OMol25 entry of this formula, charge and spin) ... 165.0 kcal per mole
Gap between HOMO and LUMO ... 9.5 eV
E_LUMO ... 0.0 eV
SMILES string ... CCOC(C)=O.CCOC(C)=O.CC(C)=O.CC(C)=O.CC(C)=O.CC(C)=O.CC(C)=O.CC(C)=O.CC(C)=O

=====

Number 1: F_max 5.25 eV/A. Number 2: F_max 0.35 eV/A. Number 3: F_max 1.40 eV/A. Number 4: F_max 0.30 eV/A. Number 5: F_max 11.35 eV/A.